82
Properties=species:S:1:pos:R:3:forces:R:3 method="wB97M-V/def2-TZVPD" total_charge=+1 spin_multiplicity=3 homo_energy_ev="-8.6 / -10.1" e_lumo_ev="-2.43 / -2.64" s2=2.02
Mo 2.115323 0.104799 1.609377 -1.12 -1.89 3.87
Br 0.643414 0.012328 -3.492159 0.24 -0.34 -0.09
C 0.857109 -1.867719 -3.869763 0.05 -1.00 0.30
Br 0.179367 -3.011484 -2.402156 0.18 0.58 -0.46
H 1.910471 -2.172129 -4.036944 -0.73 0.59 0.30
H 0.236488 -2.137734 -4.717536 0.07 0.26 0.00
S 2.668685 -1.956101 3.628469 -0.27 0.29 -0.10
C 2.981309 -2.581079 2.085747 -1.23 1.24 -1.65
N 3.216581 -1.699939 1.056878 -0.27 -0.72 1.33
C 3.335443 -2.321788 -0.151928 -0.02 -3.03 -0.29
C 3.765519 -1.810697 -1.357333 -0.44 -2.43 -0.79
C 3.902064 -2.725955 -2.424082 -0.50 0.37 -0.06
C 3.496182 -4.082363 -2.374859 1.01 1.44 0.46
C 3.121996 -4.644835 -1.153011 0.20 -0.02 -0.47
C 3.075850 -3.786493 -0.066415 0.00 2.01 -0.77
S 2.547746 -4.181856 1.509271 0.82 0.40 1.12
H 3.927856 -0.805317 -1.580055 0.46 1.59 0.21
H 4.311570 -2.261037 -3.335417 -0.34 -0.66 0.21
H 3.581856 -4.644734 -3.283458 -0.01 -0.45 -0.12
H 2.926578 -5.730451 -1.084962 -0.05 0.82 0.13
N 2.596766 1.105267 0.289480 1.84 1.76 -2.75
C 3.491849 1.961479 -0.391004 -1.70 0.35 -0.17
C 4.846304 1.913705 -0.136579 1.66 -0.04 0.36
C 5.768042 2.674387 -0.861769 -0.47 0.40 -0.40
C 5.314917 3.561366 -1.864813 0.98 -0.60 0.27
C 3.950144 3.655778 -2.129886 -0.30 -0.52 0.64
C 3.051083 2.857317 -1.400286 0.27 0.11 -0.26
H 5.244267 1.268513 0.644019 -0.25 -0.09 -0.09
H 6.848884 2.576296 -0.651165 -0.78 0.07 -0.15
H 6.091709 4.067452 -2.453532 -0.65 0.06 0.21
H 3.549233 4.327213 -2.893074 0.25 -0.25 0.20
H 2.003887 2.911422 -1.675923 -0.04 -0.10 0.24
N 4.828235 4.915393 2.274961 2.39 -2.76 2.00
C 3.707303 4.798544 3.022167 -1.62 0.24 -0.88
N 2.751723 5.748375 2.713075 -0.46 -0.46 0.89
O 3.452775 3.867932 3.818194 0.82 1.20 -0.63
H 5.113090 5.720213 1.758989 -0.20 0.46 -0.01
H 5.623460 4.302113 2.662869 -1.71 1.42 -1.21
H 2.720145 6.158972 1.797100 0.15 0.12 0.00
H 1.857394 5.653607 3.196623 0.62 0.03 -0.36
Cl -7.703576 2.875335 3.259144 -0.95 0.80 1.00
C -6.916710 1.999983 2.068444 1.28 -1.83 -0.37
C -6.610343 0.649348 2.298336 0.42 0.31 -1.11
C -5.895792 -0.107232 1.341529 -0.08 3.48 -0.13
C -5.308436 0.570360 0.248590 0.53 0.63 -0.47
C -4.216164 -0.129020 -0.641522 -2.74 -1.01 1.19
C -2.880888 0.516669 -0.389564 1.44 0.19 0.54
N -1.930299 -0.321680 0.422272 -0.05 -0.06 0.38
C -2.076446 -0.905013 1.705616 -2.85 1.09 -0.84
C -0.875759 -1.012818 2.241601 1.85 0.20 -0.99
N 0.077732 -0.632553 1.280350 -0.18 -0.17 -0.58
C -0.595858 -0.263533 0.189339 -0.26 -0.81 1.36
O -4.310374 -1.531826 -0.348432 0.60 0.58 -0.70
C -3.487177 -2.365129 -1.243183 -0.46 -0.35 2.08
C -4.229661 -3.544715 -1.795583 -1.28 0.67 -0.10
C -5.097988 -4.399464 -1.140153 1.72 -0.30 -1.04
Cl -5.561919 -4.360666 0.467027 -0.17 0.04 1.15
S -5.468376 -5.772753 -2.125029 -0.81 0.72 0.65
C -4.847130 -4.983408 -3.473433 0.91 -0.36 -0.79
C -4.175645 -3.831873 -3.191866 -0.20 0.19 -0.17
C -5.614705 1.970565 0.037974 -1.75 -1.32 0.63
Cl -5.377815 2.805968 -1.490165 0.63 -0.52 0.37
C -6.505996 2.627066 0.910326 0.49 -0.55 -0.84
H -6.880372 0.205289 3.233641 -0.37 -0.26 0.26
H -5.769079 -1.124272 1.511288 0.50 -1.62 0.05
H -4.505352 -0.093738 -1.675480 0.02 0.85 -0.69
H -2.997459 1.558001 0.053135 0.21 -1.43 -0.29
H -2.332062 0.634518 -1.314662 0.02 0.16 -0.36
H -3.061038 -1.180277 2.128728 0.79 0.51 -0.51
H -0.595141 -1.347046 3.200790 0.32 -0.45 0.73
H -0.119207 -0.223543 -0.775394 -0.13 0.83 -0.18
H -2.782695 -2.753601 -0.453413 0.31 0.33 -1.55
H -3.081784 -1.795986 -2.104740 0.22 -0.20 0.84
H -4.900026 -5.537842 -4.385622 -0.03 0.15 -0.56
H -3.756896 -3.120339 -3.932407 -0.13 -0.85 0.55
H -6.974956 3.564592 0.645347 0.46 0.23 0.00
N 2.732554 1.360562 3.276467 -1.27 -0.35 0.42
N 1.255080 1.506752 3.184052 0.45 -0.18 -0.15
H 2.910167 0.842436 4.162750 0.33 0.69 -0.93
H 3.133198 2.306110 3.252634 0.35 0.08 0.49
H 0.926388 2.481258 3.064813 0.72 -0.67 0.02
H 0.795428 1.122781 4.017327 0.31 0.12 -0.41

54
Properties=species:S:1:pos:R:3:forces:R:3 method="wB97M-V/def2-TZVPD" total_charge=+1 homo_energy_ev="-10.4 / -10.4" e_lumo_ev="-5.59 / -5.58"
Tl -9.805447 -10.122886 9.872849 0.05 0.57 -1.52
Cl -5.860694 -5.535942 5.200604 0.50 1.10 -0.69
C -6.810741 -6.653452 6.019956 -0.79 -1.02 1.82
C -7.223361 -7.819873 5.341068 -0.19 0.13 0.02
C -7.817226 -8.874120 6.008851 0.63 0.08 -0.17
C -7.910675 -8.832241 7.417390 -0.76 1.09 0.37
O -8.270048 -9.900437 8.043814 -0.89 -1.19 1.46
C -7.612926 -7.586048 8.104743 -0.16 -0.38 -0.12
C -7.850578 -7.353221 9.490795 -0.45 -0.52 0.31
N -8.585003 -8.068721 10.313859 -0.14 -0.80 -1.51
C -8.870919 -7.650233 11.585085 0.45 0.99 2.07
C -8.650548 -6.331949 12.006526 -0.63 -0.98 -0.75
C -8.764413 -5.954125 13.345442 0.31 -0.08 0.70
C -9.116713 -6.877331 14.311322 0.51 0.38 0.16
C -9.430820 -8.211415 13.962600 -0.79 -0.06 -1.59
C -10.017680 -9.143230 14.845463 0.36 -0.76 -0.41
C -10.497484 -10.352810 14.346719 0.63 0.43 0.55
C -10.315280 -10.688935 12.992535 0.38 0.93 0.88
N -9.688804 -9.843676 12.176615 -0.96 -1.10 -0.81
C -9.347600 -8.610569 12.564850 0.81 1.75 0.76
C -7.070762 -6.496645 7.390850 0.67 -0.43 -1.64
H -7.065821 -7.826586 4.260929 -0.05 -0.25 0.31
H -8.098407 -9.808259 5.506740 0.05 0.56 0.19
H -7.354263 -6.465413 9.900944 -0.21 -0.14 -0.17
H -8.449986 -5.602553 11.222011 0.10 0.00 0.52
H -8.474394 -4.934170 13.622050 -0.38 -0.42 -0.03
H -9.121816 -6.593581 15.368312 -0.13 -0.08 -0.40
H -10.010178 -8.925971 15.915636 -0.34 -0.04 -0.32
H -10.920771 -11.070873 15.040682 -0.11 0.02 -0.27
H -10.673650 -11.618002 12.598834 -0.14 -0.32 -0.30
H -6.779818 -5.553036 7.856600 -0.15 -0.38 0.10
C -14.871968 -12.862861 10.655306 -0.57 0.05 0.42
N -14.146411 -11.931359 9.793478 0.51 -0.10 0.55
C -14.717636 -11.381619 8.673212 0.25 0.16 0.06
C -14.041777 -10.518618 7.903344 -0.01 -0.45 0.63
C -12.680593 -10.159710 8.334905 -1.45 1.61 -3.41
O -12.107468 -9.302859 7.651807 1.03 -0.48 1.30
N -12.169767 -10.809042 9.376413 3.41 0.56 1.36
C -12.828116 -11.642060 10.181522 -1.18 -2.27 2.15
O -12.381961 -12.198689 11.223594 -0.16 1.47 -2.09
H -15.861222 -13.065790 10.205514 0.60 0.03 0.15
H -15.040624 -12.414670 11.658021 0.20 -0.30 -0.62
H -14.294937 -13.788931 10.774248 -0.28 0.29 -0.05
H -15.737932 -11.672676 8.480853 -0.06 -0.12 -0.05
H -14.453601 -10.091989 6.995624 0.22 0.03 0.29
C -5.404121 -11.066367 10.102238 0.17 0.77 0.12
C -6.448339 -12.123700 9.842402 -0.46 -0.05 -0.46
O -7.684642 -11.884379 10.592419 0.40 0.39 0.99
H -4.535171 -11.172929 9.452405 0.04 -0.44 0.05
H -5.037081 -11.048681 11.145154 -0.24 -0.05 -0.40
H -5.779092 -10.066335 9.826034 -0.17 -0.32 0.34
H -6.088433 -13.143379 10.058292 -0.17 0.39 0.02
H -6.769164 -12.077621 8.792021 0.14 -0.11 0.35
H -7.431538 -11.787895 11.546596 -0.39 -0.14 -1.21